ORCA calculation (ωB97M-V/def2-TZVPD) on a molecular structure, C53H63CsN11O2S in a non-equilibrium geometry.

Summary:
Orbital gap = 3.67 eV
Relative energy (zero: lowest compared OMol25 entry of this formula, charge and spin) = 51.4 kcal per mole
E_LUMO = 1.016 eV
HOMO level = -2.66 eV
Energy = -87850.4315 eV

```
! wB97M-V def2-TZVPD RIJCOSX def2/J DEFGRID3
* xyz -1 1
Cs 0.23 0.15 1.41
O -0.91 6.87 -4.49
C -0.33 6.04 -5.39
O -0.13 6.43 -6.50
C 0.02 4.66 -4.92
C 0.43 3.75 -5.88
C 0.76 2.45 -5.53
C 0.69 2.05 -4.20
C 0.30 2.97 -3.23
C -0.03 4.26 -3.59
N 1.00 0.76 -3.70
C 1.10 -0.25 -4.44
C 1.44 -1.57 -3.85
C 1.68 -2.65 -4.68
C 2.02 -3.87 -4.11
C 2.10 -3.96 -2.74
C 1.83 -2.82 -1.97
N 1.49 -1.66 -2.52
H -1.06 6.40 -3.66
H 0.48 4.08 -6.91
H 1.08 1.76 -6.30
H 0.26 2.64 -2.19
H -0.31 4.95 -2.79
H 0.94 -0.23 -5.52
H 1.61 -2.54 -5.76
H 2.22 -4.74 -4.73
H 2.37 -4.88 -2.24
H 1.89 -2.85 -0.89
C 2.85 0.93 -0.80
N 2.85 2.37 -1.05
C 3.52 2.77 -2.27
C 2.08 3.22 -0.30
N 1.15 2.75 0.45
C 0.73 3.40 1.62
C 1.69 3.86 2.50
C 1.36 4.42 3.75
C 0.05 4.50 4.12
C -0.98 4.01 3.28
C -2.31 4.05 3.74
C -3.31 3.52 2.98
C -3.03 2.99 1.71
C -1.76 2.99 1.19
N -1.54 2.42 -0.07
C -2.35 2.62 -1.05
N -3.15 3.75 -1.26
C -4.58 3.57 -1.44
C -2.80 5.02 -0.66
N -2.46 1.68 -2.04
C -1.89 0.36 -1.85
C -2.91 1.98 -3.39
C -0.66 3.46 2.00
N 2.38 4.57 -0.47
C 1.37 5.57 -0.21
C 3.74 5.04 -0.25
H 3.88 0.57 -0.83
H 2.27 0.40 -1.55
H 2.44 0.72 0.17
H 3.25 2.07 -3.07
H 4.61 2.75 -2.16
H 3.21 3.77 -2.57
H 2.73 3.74 2.22
H 2.15 4.75 4.41
H -0.22 4.89 5.10
H -2.51 4.44 4.73
H -4.33 3.48 3.36
H -3.82 2.52 1.14
H -4.81 2.52 -1.63
H -4.96 4.17 -2.27
H -5.12 3.87 -0.53
H -1.73 5.06 -0.47
H -3.30 5.19 0.30
H -3.08 5.83 -1.35
H -1.85 0.11 -0.79
H -0.88 0.29 -2.27
H -2.53 -0.38 -2.34
H -2.99 3.06 -3.54
H -3.88 1.52 -3.59
H -2.19 1.58 -4.11
H 0.38 5.13 -0.37
H 1.50 6.40 -0.90
H 1.39 5.95 0.82
H 4.43 4.19 -0.24
H 3.82 5.56 0.71
H 4.06 5.73 -1.04
C 5.97 -0.23 3.26
C 5.38 -1.59 3.01
C 6.11 -2.76 3.21
C 5.46 -3.94 2.91
N 4.21 -4.00 2.47
C 3.55 -2.82 2.32
S 1.91 -2.82 1.78
N 4.13 -1.62 2.57
H 6.92 -0.30 3.80
H 5.27 0.37 3.84
H 6.14 0.28 2.31
H 7.13 -2.74 3.58
H 5.97 -4.89 3.03
C -1.45 -4.03 2.12
N -1.26 -4.68 0.78
C -0.07 -5.57 0.78
C -1.22 -3.63 -0.33
C -2.60 -3.08 -0.55
C -3.41 -3.73 -1.50
C -4.72 -3.31 -1.67
C -5.19 -2.26 -0.88
C -4.35 -1.64 0.05
C -3.00 -2.01 0.26
H -1.74 -4.79 2.84
H -2.19 -3.24 2.03
H -0.49 -3.58 2.40
H -2.09 -5.23 0.58
H 0.81 -4.96 0.97
H 0.00 -6.05 -0.20
H -0.19 -6.31 1.56
H -0.82 -4.13 -1.21
H -0.55 -2.87 0.05
H -3.02 -4.54 -2.12
H -5.37 -3.78 -2.40
H -6.22 -1.92 -0.99
H -4.76 -0.82 0.63
C -2.13 -1.05 6.31
C -1.36 0.09 6.09
C -1.24 0.61 4.79
C -1.85 0.04 3.65
C -2.64 -1.10 3.94
C -2.78 -1.64 5.23
H -2.23 -1.46 7.31
H -0.85 0.57 6.93
H -0.65 1.52 4.68
H -3.17 -1.59 3.12
H -3.40 -2.52 5.39
*
```